The ion C24H27FN3O6 with charge +1. Source: the OMol25 dataset; level of theory: ωB97M-V with the def2-TZVPD basis set.

Results
calculated total energy: -1645.49317 hartree
LUMO energy: -5.2 eV

Structure (ORCA input):
```
! RIJCOSX wB97M-V def2-TZVPD def2/J DEFGRID3
* xyz 1 1
C 8.323 -0.671 1.230
C 7.167 -1.104 0.517
C 6.536 -0.300 -0.747
C 4.929 -0.328 -0.497
C 4.192 -1.679 -0.823
C 2.631 -1.813 -0.565
C 1.814 -3.113 -0.859
N 0.411 -3.208 -0.574
C -0.405 -2.119 0.002
C -1.940 -2.468 0.280
C -2.996 -1.416 -0.321
C -4.272 -1.419 0.704
C -4.086 -0.398 1.940
C -4.275 1.112 1.413
C -5.878 1.365 1.229
O -6.204 1.945 -0.062
C -6.973 1.026 -0.864
O -8.226 0.918 -0.703
C -6.325 0.068 -1.962
C -5.302 0.428 -2.889
C 0.308 -0.783 0.302
C -0.488 0.448 0.941
O -0.574 1.608 0.039
N -0.743 1.202 -1.249
O -1.050 2.169 -1.885
C 1.849 -0.563 0.024
C 2.584 0.811 0.310
C 4.128 0.934 0.050
C 4.947 2.298 0.315
O 5.475 2.523 1.427
N 5.133 3.322 -0.760
C 4.640 4.588 -0.155
O 3.421 4.650 0.132
F 5.474 5.686 0.153
H 8.996 -1.421 1.794
H 8.555 0.459 1.230
H 6.675 -2.080 0.851
H 6.747 -0.897 -1.697
H 6.932 0.780 -0.786
H 4.784 -2.574 -1.243
H 2.389 -4.016 -1.289
H -0.059 -4.109 -0.780
H -2.051 -2.648 1.416
H -2.170 -3.491 -0.210
H -2.582 -0.369 -0.511
H -3.437 -1.771 -1.333
H -4.260 -2.481 1.173
H -5.274 -1.325 0.165
H -4.937 -0.588 2.707
H -3.110 -0.565 2.529
H -3.816 1.882 2.134
H -3.774 1.255 0.392
H -6.171 2.083 2.086
H -6.394 0.365 1.440
H -6.684 -1.027 -1.983
H -5.409 0.026 -3.961
H -4.396 1.035 -2.555
H 0.154 0.818 1.833
H -1.501 0.159 1.387
H 1.984 1.708 0.719
H 4.583 3.075 -1.600
*
```

---

A cluster of 2 separate species, C3H11N2O in total. Source: the OMol25 dataset; level of theory: ωB97M-V with the def2-TZVPD basis set.

Results
calculated total energy: -305.44319 hartree
LUMO energy (spin up / spin down): 0.5 / 0.3 eV
energy above the lowest of the compared OMol25 structures with the same formula, charge and spin: 80.72 kcal per mole

Structure (ORCA input):
```
! RIJCOSX wB97M-V def2-TZVPD def2/J DEFGRID3
* xyz 0 2
C 0.576 -1.258 -1.148
C -0.128 -0.476 0.026
C -1.505 -0.516 0.333
N -2.229 -1.684 0.346
N 0.679 0.448 1.029
H 1.158 -0.652 -1.771
H 0.006 -2.050 -1.673
H 1.265 -1.925 -0.614
H -2.145 0.334 0.460
H -1.855 -2.601 0.062
H -3.278 -1.732 0.444
H 1.127 -0.014 1.880
H 0.125 1.346 1.293
H 1.493 0.802 0.370
H 2.332 3.249 -0.660
H 0.952 3.801 -0.010
O 1.427 2.929 -0.367
*
```

---

The molecule C2HI. Source: the OMol25 dataset; level of theory: ωB97M-V with the def2-TZVPD basis set.

Results
calculated total energy: -374.41401 hartree
LUMO energy: 0.4 eV
energy above the lowest of the compared OMol25 structures with the same formula, charge and spin: 0.00 kcal per mole

Structure (ORCA input):
```
! RIJCOSX wB97M-V def2-TZVPD def2/J DEFGRID3
* xyz 0 1
C 0.035 0.784 -0.279
C 0.175 -0.334 0.146
I -0.076 -2.131 0.951
H -0.134 1.681 -0.818
*
```

---

The molecule C22H29N3O3. Source: the OMol25 dataset; level of theory: ωB97M-V with the def2-TZVPD basis set.

Results
calculated total energy: -1244.99764 hartree
LUMO energy: 0.2 eV
energy above the lowest of the compared OMol25 structures with the same formula, charge and spin: 486.83 kcal per mole

Structure (ORCA input):
```
! RIJCOSX wB97M-V def2-TZVPD def2/J DEFGRID3
* xyz 0 1
C -2.072 -3.724 -1.543
C -2.862 -3.287 -0.480
C -3.265 -1.722 -0.641
C -4.261 -1.404 0.523
O -4.862 -0.269 0.250
C -4.060 0.914 0.603
C -3.701 1.492 -0.630
C -2.807 2.903 -0.748
N -1.401 2.549 -0.116
C -1.162 2.498 1.367
C -0.572 1.342 1.672
O -1.009 0.736 2.920
N 0.460 1.030 1.042
C 0.833 1.582 -0.255
C 1.799 1.046 -1.079
C 2.761 0.531 -0.116
C 2.485 -0.213 0.788
N 3.563 -0.771 1.593
C 4.772 -0.268 0.681
C 6.086 -0.923 0.896
C 7.054 -0.268 -0.060
C 6.546 0.617 -1.402
C 5.158 0.805 -1.179
C 4.286 0.431 -0.353
C 1.100 -0.253 1.476
C 0.396 -1.482 1.014
C -0.530 2.320 -0.895
O -0.691 2.083 -2.216
H -1.727 -4.837 -1.396
H -2.599 -3.514 -2.367
H -1.237 -3.190 -1.731
H -3.725 -3.839 -0.549
H -2.421 -3.502 0.568
H -3.944 -1.619 -1.596
H -2.502 -1.149 -0.698
H -5.148 -1.954 0.522
H -3.880 -1.359 1.541
H -4.464 1.643 1.183
H -2.987 0.544 1.155
H -4.548 1.895 -1.454
H -2.908 0.831 -1.412
H -3.294 3.473 0.013
H -2.703 3.370 -1.717
H -2.170 2.767 1.930
H -0.410 3.597 1.488
H 1.146 2.661 0.269
H 2.296 2.087 -1.689
H 1.342 0.406 -1.905
H 3.690 -1.293 2.413
H 6.414 -1.198 1.704
H 7.990 -0.538 -0.062
H 7.315 0.817 -1.857
H 4.878 1.195 -2.235
H 0.942 -0.305 2.692
H -0.637 -1.497 1.145
H 0.793 -2.295 1.110
H 0.454 -1.494 -0.175
*
```

---

The molecule C5H10INO. Source: the OMol25 dataset; level of theory: ωB97M-V with the def2-TZVPD basis set.

Results
calculated total energy: -624.11622 hartree
LUMO energy: 0.2 eV
energy above the lowest of the compared OMol25 structures with the same formula, charge and spin: 30.71 kcal per mole

Structure (ORCA input):
```
! RIJCOSX wB97M-V def2-TZVPD def2/J DEFGRID3
* xyz 0 1
C 0.152 -1.362 1.109
C 0.136 -0.505 -0.156
C 0.074 -1.448 -1.359
O 1.227 0.324 -0.212
C 0.963 1.662 0.243
C -0.540 1.835 0.121
N -0.969 0.425 0.184
I -2.877 -0.042 -0.119
H 0.619 -0.822 1.992
H 0.776 -2.270 0.950
H -0.810 -1.603 1.496
H -0.180 -1.124 -2.363
H -0.682 -2.104 -0.934
H 1.121 -1.870 -1.622
H 1.427 2.334 -0.635
H 1.494 1.843 1.240
H -1.077 2.482 0.871
H -0.852 2.245 -0.805
*
```

---

A cluster of 11 separate species, C5H32N2O10 in total. Source: the OMol25 dataset; level of theory: ωB97M-V with the def2-TZVPD basis set.

Results
calculated total energy: -1071.53086 hartree
LUMO energy: 0.2 eV
energy above the lowest of the compared OMol25 structures with the same formula, charge and spin: 93.23 kcal per mole

Structure (ORCA input):
```
! RIJCOSX wB97M-V def2-TZVPD def2/J DEFGRID3
* xyz 0 1
N -1.246 -2.116 1.480
C -2.227 -1.033 1.338
C -2.910 -0.511 0.029
C -1.836 -0.359 -1.118
C -2.235 0.851 -1.922
C -3.369 1.541 -1.087
N -3.325 0.859 0.302
H -0.556 -2.152 0.755
H -1.792 -3.038 1.570
H -1.612 -0.074 1.632
H -2.994 -1.222 2.153
H -3.775 -1.064 -0.369
H -1.759 -1.269 -1.761
H -0.841 -0.064 -0.709
H -1.324 1.619 -2.123
H -2.524 0.467 -2.944
H -4.467 1.429 -1.454
H -3.315 2.629 -0.851
H -3.972 0.943 0.977
O -0.069 3.305 -2.360
H -0.304 4.030 -2.910
H 0.783 3.057 -2.737
O 0.995 -0.751 3.785
H 0.226 -1.145 3.175
H 0.477 -0.104 4.367
O 3.701 -0.717 -0.665
H 4.159 -0.952 0.138
H 2.796 -1.272 -0.647
O 3.187 -2.963 2.436
H 2.357 -2.818 2.920
H 2.972 -3.735 1.893
O 1.605 -4.424 -1.082
H 2.455 -4.204 -0.798
H 1.715 -4.207 -2.009
O -0.323 2.815 0.344
H -1.214 2.418 0.506
H -0.344 3.417 -0.361
O 1.083 0.977 -2.044
H 2.077 1.016 -2.048
H 0.675 1.706 -1.472
O 1.182 -1.509 -0.942
H 1.062 -0.608 -1.265
H 1.110 -2.058 -1.786
O 1.503 1.761 3.147
H 1.480 0.776 3.314
H 0.773 1.997 2.591
O 3.382 2.312 -0.820
H 3.789 1.676 -0.286
H 2.789 2.767 -0.282
*
```

---

A cluster of 17 separate species, C68H136O17 in total. Source: the OMol25 dataset; level of theory: ωB97M-V with the def2-TZVPD basis set.

Results
calculated total energy: -3951.14119 hartree
LUMO energy: 0.6 eV
energy above the lowest of the compared OMol25 structures with the same formula, charge and spin: 78.78 kcal per mole

Structure (ORCA input):
```
! RIJCOSX wB97M-V def2-TZVPD def2/J DEFGRID3
* xyz 0 1
C -3.111 -11.997 -18.276
C -2.700 -11.427 -19.704
C -3.990 -11.639 -20.491
O -4.523 -12.842 -20.006
C -4.297 -12.888 -18.595
H -3.413 -11.197 -17.599
H -2.245 -12.508 -17.855
H -1.875 -12.009 -20.115
H -2.373 -10.391 -19.787
H -3.773 -11.820 -21.544
H -4.698 -10.813 -20.419
H -4.018 -13.887 -18.259
H -5.187 -12.594 -18.040
C 0.720 -0.476 -24.108
C 1.493 0.033 -25.348
C 0.405 0.225 -26.399
O -0.606 -0.709 -25.896
C -0.269 -1.414 -24.721
H 0.214 0.372 -23.646
H 1.431 -0.885 -23.390
H 2.205 -0.698 -25.731
H 2.116 0.910 -25.169
H 0.550 -0.028 -27.450
H -0.049 1.197 -26.207
H 0.259 -2.326 -25.001
H -1.054 -1.629 -23.998
C 2.057 -11.356 -18.020
C 1.676 -10.273 -19.106
C 0.520 -9.544 -18.376
O 0.959 -9.440 -17.009
C 1.547 -10.731 -16.671
H 3.126 -11.554 -17.934
H 1.504 -12.257 -18.284
H 1.285 -10.713 -20.023
H 2.474 -9.539 -19.223
H -0.439 -10.056 -18.452
H 0.284 -8.574 -18.812
H 0.780 -11.416 -16.308
H 2.306 -10.659 -15.892
C -6.786 -10.449 -23.943
C -6.080 -11.242 -25.055
C -5.025 -12.091 -24.312
O -5.572 -12.238 -22.993
C -6.818 -11.408 -22.783
H -7.748 -10.029 -24.240
H -6.204 -9.585 -23.622
H -5.640 -10.523 -25.747
H -6.949 -11.738 -25.488
H -4.033 -11.664 -24.165
H -4.918 -13.080 -24.758
H -6.655 -10.789 -21.901
H -7.734 -11.990 -22.677
C -11.874 -5.002 -23.685
C -11.072 -3.943 -22.954
C -10.138 -4.837 -22.187
O -10.329 -6.234 -22.490
C -11.720 -6.308 -22.815
H -11.486 -5.183 -24.688
H -12.917 -4.779 -23.907
H -11.693 -3.328 -22.302
H -10.558 -3.338 -23.701
H -10.259 -4.657 -21.119
H -9.131 -4.559 -22.499
H -12.344 -6.385 -21.925
H -11.963 -7.227 -23.348
C -6.417 -8.183 -20.276
C -7.757 -7.620 -20.746
C -8.700 -7.977 -19.602
O -7.884 -8.780 -18.686
C -6.758 -9.335 -19.330
H -5.821 -7.440 -19.745
H -5.721 -8.515 -21.046
H -8.052 -8.062 -21.697
H -7.608 -6.549 -20.884
H -9.360 -8.738 -20.021
H -9.327 -7.131 -19.323
H -6.953 -10.291 -19.817
H -6.021 -9.522 -18.549
C 1.851 -8.743 -22.675
C 1.312 -8.090 -24.007
C 0.534 -6.911 -23.469
O 0.994 -6.563 -22.200
C 1.342 -7.782 -21.506
H 2.926 -8.802 -22.508
H 1.509 -9.769 -22.536
H 0.548 -8.740 -24.434
H 2.153 -7.796 -24.636
H -0.541 -7.072 -23.396
H 0.684 -6.187 -24.269
H 0.470 -8.288 -21.092
H 2.049 -7.556 -20.707
C -0.480 -11.912 -26.036
C -1.245 -13.189 -25.759
C -2.167 -13.349 -26.949
O -2.533 -11.999 -27.246
C -1.328 -11.176 -27.139
H 0.543 -12.135 -26.339
H -0.434 -11.284 -25.146
H -1.829 -13.011 -24.856
H -0.568 -14.020 -25.562
H -3.029 -14.013 -26.892
H -1.614 -13.656 -27.837
H -1.554 -10.175 -26.773
H -0.961 -11.134 -28.165
C -1.124 -4.043 -27.477
C -1.056 -5.315 -28.291
C -0.835 -6.370 -27.224
O -1.394 -5.861 -26.027
C -1.883 -4.563 -26.269
H -1.549 -3.146 -27.929
H -0.105 -3.691 -27.315
H -0.190 -5.299 -28.952
H -1.900 -5.390 -28.976
H 0.245 -6.508 -27.174
H -1.320 -7.267 -27.609
H -1.985 -3.929 -25.388
H -2.922 -4.702 -26.568
C -4.098 -7.390 -16.655
C -3.212 -6.238 -16.523
C -2.176 -6.375 -17.626
O -2.177 -7.743 -18.073
C -3.241 -8.467 -17.342
H -4.866 -7.158 -17.392
H -4.535 -7.726 -15.714
H -2.685 -6.298 -15.571
H -3.754 -5.292 -16.512
H -1.177 -6.054 -17.331
H -2.578 -5.779 -18.446
H -2.618 -8.996 -16.620
H -3.821 -9.076 -18.035
C -9.136 -7.074 -25.990
C -9.364 -5.792 -26.690
C -8.088 -5.760 -27.475
O -7.074 -6.466 -26.719
C -7.662 -7.407 -25.836
H -9.615 -7.831 -26.610
H -9.731 -7.132 -25.078
H -9.255 -5.021 -25.927
H -10.194 -5.698 -27.390
H -7.745 -4.751 -27.707
H -8.344 -6.261 -28.408
H -7.366 -7.233 -24.802
H -7.283 -8.398 -26.086
C -0.853 -15.070 -21.098
C 0.590 -15.074 -20.740
C 1.145 -13.947 -21.556
O 0.263 -13.774 -22.711
C -0.999 -14.308 -22.412
H -1.413 -14.568 -20.308
H -1.297 -16.056 -21.234
H 1.078 -15.972 -21.118
H 0.690 -15.042 -19.655
H 2.154 -14.076 -21.949
H 1.238 -13.007 -21.011
H -1.396 -14.971 -23.181
H -1.656 -13.511 -22.064
C -3.344 -7.640 -23.905
C -3.730 -6.716 -22.665
C -3.148 -7.400 -21.511
O -2.440 -8.463 -22.008
C -3.089 -8.981 -23.182
H -2.370 -7.410 -24.337
H -4.147 -7.726 -24.638
H -4.817 -6.748 -22.599
H -3.426 -5.681 -22.825
H -3.800 -7.805 -20.736
H -2.492 -6.769 -20.911
H -3.966 -9.517 -22.819
H -2.501 -9.680 -23.777
C -3.580 1.261 -21.387
C -2.637 1.195 -22.529
C -3.221 0.072 -23.373
O -4.621 0.381 -23.404
C -4.888 1.287 -22.262
H -3.622 2.236 -20.901
H -3.585 0.469 -20.639
H -1.661 0.902 -22.143
H -2.562 2.096 -23.138
H -3.073 -0.910 -22.923
H -2.803 0.119 -24.379
H -5.682 0.899 -21.625
H -5.163 2.313 -22.506
C -0.110 -0.594 -19.121
C -0.492 -1.681 -20.107
C -1.677 -2.269 -19.530
O -1.359 -2.237 -18.132
C -0.275 -1.373 -17.856
H -0.828 0.226 -19.119
H 0.887 -0.166 -19.231
H 0.235 -2.492 -20.117
H -0.665 -1.358 -21.134
H -1.924 -3.254 -19.927
H -2.498 -1.573 -19.700
H 0.600 -1.973 -17.606
H -0.506 -0.715 -17.019
C -5.660 -2.160 -19.437
C -5.431 -2.356 -20.920
C -5.819 -3.745 -21.165
O -6.908 -3.964 -20.323
C -6.671 -3.226 -19.087
H -5.998 -1.155 -19.185
H -4.697 -2.341 -18.960
H -4.375 -2.244 -21.164
H -6.049 -1.729 -21.563
H -5.060 -4.475 -20.882
H -6.098 -3.906 -22.206
H -6.462 -3.969 -18.316
H -7.618 -2.745 -18.843
C -5.160 -10.852 -29.618
C -6.579 -10.466 -29.855
C -6.870 -9.436 -28.764
O -5.573 -8.793 -28.522
C -4.503 -9.721 -28.783
H -4.744 -11.036 -30.608
H -4.914 -11.713 -28.996
H -7.317 -11.267 -29.810
H -6.640 -9.947 -30.812
H -7.292 -9.865 -27.855
H -7.549 -8.650 -29.095
H -4.039 -10.038 -27.849
H -3.755 -9.290 -29.448
*
```

---

A cluster of 2 separate species, C2H2N2O4 in total. Source: the OMol25 dataset; level of theory: ωB97M-V with the def2-TZVPD basis set.

Results
calculated total energy: -487.60753 hartree
LUMO energy: -1.1 eV
energy above the lowest of the compared OMol25 structures with the same formula, charge and spin: 154.49 kcal per mole

Structure (ORCA input):
```
! RIJCOSX wB97M-V def2-TZVPD def2/J DEFGRID3
* xyz 0 1
O 0.872 1.472 1.066
N 1.487 0.999 0.114
O 2.116 1.629 -0.671
C 1.466 -0.390 0.041
N 0.962 -1.421 0.274
O 0.670 -2.558 0.226
C -1.898 0.044 -0.269
O -1.091 0.672 -0.926
H -1.697 -0.334 0.719
H -2.886 -0.112 -0.575
*
```